Computed, not measured: an isolated molecule of C10H16N4 in a non-equilibrium geometry, with ωB97M-V/def2-TZVPD.

Each line ends with the Mulliken charge.
CARTESIAN COORDINATES (ANGSTROEM)
N  -0.1325  -0.0204  3.6212  -0.523
N  0.0697  -3.1015  0.2747  -0.637
N  -1.6642  0.4691  0.5567  0.123
N  0.7155  -0.1494  -1.2044  0.460
C  -0.5472  0.7700  1.2245  1.282
C  -1.6039  0.6173  -0.9321  -1.275
C  0.9954  -0.7516  0.0592  0.705
C  -0.3561  0.2979  2.5408  -0.123
C  -2.4937  -0.6746  0.9838  -1.030
C  0.2539  2.0907  0.9735  -1.660
C  2.2520  -0.4214  0.8210  -1.845
C  -0.6760  -0.3981  -1.6339  -0.450
C  1.6398  -0.2294  -2.2049  -1.234
C  0.4623  -2.0159  0.2705  0.011
H  2.5242  0.0047  -1.7756  0.413
H  -2.3590  -1.5158  0.3650  0.352
H  1.4446  0.4005  -3.0358  0.392
H  1.7074  -1.2629  -2.6046  0.357
H  3.1034  -1.1062  0.4953  0.369
H  -0.7951  -0.1138  -2.7613  0.339
H  -0.4217  2.9520  1.1199  0.383
H  0.6526  2.2213  -0.1869  0.218
H  -2.2190  -0.7581  2.0559  0.371
H  2.1856  -0.4554  1.8161  0.508
H  -3.5815  -0.2231  1.0113  0.311
H  -1.1059  -1.4798  -1.5093  0.270
H  1.0577  2.0747  1.5766  0.517
H  2.5556  0.6122  0.5325  0.397
H  -1.1135  1.5237  -1.0962  0.432
H  -2.5506  0.6432  -1.3533  0.567

Values from the calculation:
LUMO energy (spin up / spin down): -0.3 / 0.0 eV
Kohn-Sham gap (spin up / spin down): 6.71 / 7.40 eV
ΔE to the lowest compared entry with this formula, charge and spin: 102.7 kcal per mole
Total energy: -609.4844 a.u.

Computed, not measured: an isolated molecule of C22H28N6O3 in a non-equilibrium geometry, with ωB97M-V/def2-TZVPD.

Each line ends with the Mulliken charge.
CARTESIAN COORDINATES (ANGSTROEM)
O  -0.3185  -1.9449  -1.8795  -0.336
O  0.3508  -0.9910  2.6504  -0.166
O  -2.0934  -1.8833  2.3707  -0.665
N  -0.5897  2.0403  2.5586  -1.391
N  -1.2555  -1.0846  0.4105  0.628
N  -0.2095  1.7970  1.2951  0.858
N  1.8656  1.5054  0.1499  -0.188
N  1.6489  1.8892  2.4885  -0.784
N  -2.3173  1.7042  0.2514  0.014
C  3.3559  0.7364  -2.0674  -0.220
C  -0.2261  1.5108  -0.9977  -0.508
C  0.0560  -1.5825  0.4031  -0.426
C  -3.0350  1.1733  1.3904  -1.394
C  1.1895  1.7078  1.2630  0.069
C  2.6614  -2.4825  0.2205  -1.044
C  1.8682  -2.4827  -0.9142  -0.420
C  1.9169  1.2165  -2.2527  -0.620
C  -4.1640  -0.4632  -0.1796  -1.160
C  0.5476  2.0834  3.2178  -0.466
C  -3.1442  1.7167  -0.9350  -1.170
C  2.1865  -2.0149  1.4287  -0.604
C  0.8823  -1.5382  1.5342  1.000
C  1.0834  -1.0625  3.8507  -1.269
C  -3.5549  0.3038  -1.3599  -0.062
C  -2.1986  -1.1946  1.3832  0.277
C  0.1033  -2.4365  -3.1281  -0.994
C  0.5646  -2.0241  -0.8245  0.487
C  4.2903  1.8560  -1.6286  -1.354
C  1.1724  1.4271  -0.9647  -0.191
C  -0.9610  1.6551  0.1746  1.616
C  -3.4253  -0.3013  1.1607  0.494
H  2.8426  -1.9941  2.2822  0.436
H  1.3558  0.4940  -2.8511  0.193
H  -4.2988  0.3753  -2.1563  0.551
H  -0.7427  -2.3002  -3.8010  0.257
H  -2.6977  -0.2250  -1.7820  -0.149
H  1.9162  2.1611  -2.8063  0.470
H  1.9863  -0.4452  3.8002  0.473
H  -2.6323  2.2396  -1.7434  0.431
H  -4.1166  -0.5835  1.9614  0.477
H  -4.2383  -1.5234  -0.4293  0.353
H  -1.5527  -0.7782  -0.5024  -0.108
H  0.9648  -1.8800  -3.5113  0.374
H  5.3049  1.4797  -1.5233  0.385
H  1.3457  -2.0962  4.0934  0.400
H  3.7091  0.3197  -3.0147  0.448
H  3.6774  -2.8402  0.1533  0.391
H  -4.0441  2.2895  -0.6849  0.501
H  -0.7254  1.4006  -1.9451  0.389
H  3.3653  -0.0556  -1.3179  0.031
H  -5.1815  -0.0915  -0.0310  0.466
H  2.2740  -2.8350  -1.8479  0.418
H  -2.4260  1.2710  2.2895  0.523
H  -3.9445  1.7696  1.5172  0.601
H  0.3540  -3.4999  -3.0753  0.345
H  0.4167  -0.6703  4.6167  0.234
H  0.5777  2.2717  4.2724  0.491
H  3.9627  2.2490  -0.6716  0.278
H  4.2967  2.6612  -2.3613  0.331

Values from the calculation:
LUMO energy: 0.5 eV
Kohn-Sham gap: 8.60 eV
ΔE to the lowest compared entry with this formula, charge and spin: 63.1 kcal per mole
Total energy: -1409.4024 a.u.

Computed, not measured: a cluster of 11 separate species, C30H86N4O18 in total in a non-equilibrium geometry, with ωB97M-V/def2-TZVPD.

Each line ends with the Mulliken charge.
CARTESIAN COORDINATES (ANGSTROEM)
O  2.6010  8.3192  21.0947  -0.609
O  4.2003  5.0217  17.3380  -0.364
O  -1.0210  9.9459  14.7172  0.704
O  -2.3422  8.1554  18.1848  -0.179
O  0.2535  11.1906  10.5879  -0.662
O  -2.4895  9.2710  21.6744  -0.513
O  -1.6462  13.3204  19.0538  -0.508
O  0.2401  8.1445  16.8213  1.271
O  -3.4444  12.2953  12.6251  -0.705
O  -3.1023  5.8472  15.5543  -0.639
O  3.1319  10.3086  19.0119  -0.450
O  -1.7745  3.1989  15.4835  -0.548
O  5.7025  6.9111  12.2424  -0.308
O  -4.4237  11.6678  15.0971  -0.256
O  0.7716  14.0665  15.2591  0.138
O  0.9800  9.3385  12.6553  -0.215
O  -3.6034  8.6886  15.0827  -0.677
O  -2.6750  15.3263  12.6638  -0.602
N  2.9535  7.4239  12.1731  -0.679
N  -4.4778  14.1926  16.8353  -0.630
N  1.1263  13.2395  12.3244  -0.659
N  2.5498  7.1898  18.5018  0.081
C  1.6040  12.5726  13.5671  3.197
C  3.6962  7.1686  13.4511  0.400
C  4.8852  6.2590  13.1964  -0.908
C  -1.9607  8.1790  19.5557  0.218
C  -0.0094  9.0367  11.6925  -0.544
C  -4.0240  15.0651  19.0406  -1.684
C  2.8925  4.8231  17.7987  -0.459
C  -1.7157  5.5930  15.8208  0.726
C  2.8560  11.7731  13.2097  -1.916
C  -0.7248  12.2579  19.0953  -0.046
C  6.7415  6.0677  11.7776  -0.779
C  2.5415  5.7769  18.9278  0.351
C  0.7693  9.3697  16.3237  -0.238
C  2.6644  6.4925  14.3730  -0.785
C  -2.7669  13.0128  18.2185  0.446
C  -0.3402  10.3355  15.8900  0.600
C  -1.2028  4.4324  15.0242  -0.434
C  -2.5688  14.3250  13.6687  -0.715
C  -5.1598  10.5324  15.4476  -0.898
C  -2.2558  12.9686  13.0137  0.256
C  2.8657  10.6713  20.3740  -0.460
C  2.0662  9.6012  21.1110  0.228
C  1.9482  13.5592  14.6698  -1.461
C  4.7151  3.9088  16.6618  -0.881
C  -4.3485  9.4238  16.0764  0.248
C  -3.4310  14.3377  17.8548  0.697
C  -0.6324  10.3257  11.2614  0.418
C  1.1312  5.4641  19.3967  -1.176
C  -2.9198  9.0765  20.3360  -0.469
C  0.8143  15.4307  15.6050  -1.012
H  -1.0754  10.4390  16.6922  0.387
H  4.5179  5.2774  12.8709  0.427
H  0.1277  11.3221  15.7561  -1.115
H  -4.7311  15.8627  18.8160  0.422
H  -1.5233  10.0859  10.6580  0.403
H  3.1966  6.1602  15.2657  -0.062
H  1.0839  4.4440  19.7896  0.519
H  -3.6032  9.8896  16.7284  -0.159
H  -3.6654  12.5715  11.7321  0.351
H  2.2826  5.6177  13.8417  0.521
H  3.7136  12.4403  13.0488  0.464
H  -3.1509  6.8051  15.4160  0.484
H  0.7228  6.0623  20.2134  0.317
H  7.4271  5.8977  12.6145  0.299
H  -1.1379  2.5014  15.3171  0.323
H  2.6368  14.3460  14.3435  0.566
H  1.4062  9.1704  15.4617  0.184
H  -1.4601  4.5579  13.9631  0.286
H  -0.7906  8.3789  12.1018  0.278
H  -3.1192  7.5890  18.1010  0.175
H  1.1410  16.0582  14.7694  0.420
H  -4.3324  13.4406  16.1636  0.143
H  4.0053  8.1601  13.7836  0.174
H  -0.5875  8.3635  17.2714  -1.024
H  -5.8931  10.8382  16.2113  0.374
H  -3.4482  12.2947  18.6881  0.002
H  -3.8806  8.5442  20.3106  0.532
H  3.2475  11.1090  18.4976  0.206
H  -3.5687  15.6734  12.6441  0.396
H  1.8421  13.9244  12.0663  0.311
H  -5.8037  10.1066  14.6676  0.363
H  -1.7382  12.3563  13.7556  -0.481
H  0.8434  11.8188  13.7806  -1.424
H  2.7580  3.8302  18.2625  0.557
H  -5.0097  8.7168  16.5760  0.404
H  -2.3603  12.5886  17.2916  -0.255
H  3.4163  7.4630  18.0454  0.260
H  -1.5618  5.4557  16.8980  0.065
H  3.6185  7.7059  11.4514  0.229
H  -4.5420  14.4006  19.7457  0.366
H  2.6295  7.9635  20.1731  0.443
H  1.4819  15.6401  16.4532  0.331
H  -2.6202  14.9569  17.4579  0.054
H  -1.1599  10.8666  12.0592  -0.615
H  2.1488  4.8957  16.9949  -0.091
H  2.7547  11.2344  12.2690  0.377
H  2.6433  6.5078  11.8477  0.283
H  2.5130  13.0198  15.4465  0.271
H  -0.1246  12.3490  20.0029  0.271
H  -0.0168  12.3179  18.2614  0.104
H  2.3159  11.6164  20.3734  0.389
H  4.9363  3.1014  17.3691  0.388
H  1.8248  7.1513  14.5742  0.038
H  -1.1955  11.2719  19.1231  -0.073
H  -3.2730  9.3158  22.2270  0.308
H  -1.6275  13.1163  12.1343  0.922
H  -2.7497  9.1420  14.9397  0.185
H  -3.5260  14.1765  14.1726  0.643
H  -1.8079  14.5788  14.4008  -0.243
H  -5.3275  13.9377  17.3326  0.326
H  -0.1852  15.6989  15.9466  0.120
H  -3.0645  10.0432  19.8456  -0.007
H  1.3310  9.8571  17.1284  -0.077
H  3.8345  10.8018  20.8690  0.281
H  -1.8571  7.1826  19.9920  0.568
H  6.3625  5.1234  11.3792  0.320
H  1.8770  9.9594  22.1226  0.413
H  4.0503  3.4906  15.8903  0.309
H  -0.1095  4.3516  15.0233  0.097
H  3.2661  5.6812  19.7382  0.477
H  1.8211  7.4023  17.8245  -0.427
H  5.4944  6.1367  14.1016  0.410
H  0.3619  13.8825  12.5463  0.050
H  0.6056  11.8456  11.2561  0.379
H  3.1539  11.0509  13.9705  0.327
H  -3.2537  15.5045  19.6811  0.351
H  0.3864  8.4552  10.8560  0.548
H  -1.1460  6.4886  15.5453  -0.377
H  -0.9426  8.5793  19.5939  -0.451
H  5.6104  4.1873  16.1045  0.286
H  7.2890  6.5677  10.9819  0.251
H  -4.1146  11.5856  14.1720  0.124
H  1.0664  9.5764  20.6479  -0.409
H  1.6948  8.6425  12.6198  0.073
H  0.4288  5.6061  18.5702  -0.042
H  -0.3340  9.8345  14.0313  -0.505

Values from the calculation:
LUMO energy: 0.4 eV
Kohn-Sham gap: 9.43 eV
ΔE to the lowest compared entry with this formula, charge and spin: 4.6 kcal per mole
Total energy: -2767.8117 a.u.

Computed, not measured: an isolated molecule of CH3FP2 in a non-equilibrium geometry, with ωB97M-V/def2-TZVPD.

Each line ends with the Mulliken charge.
CARTESIAN COORDINATES (ANGSTROEM)
P  -0.2703  0.9944  0.4622  -0.107
P  2.1705  -0.9258  0.1975  -0.065
F  2.1897  1.7105  -0.2559  -0.228
C  1.4829  0.5990  0.1237  0.271
H  -0.7195  -0.3740  1.0192  0.049
H  1.0751  -1.8338  0.3511  -0.001
H  -0.6906  0.7127  -0.9071  0.081

Values from the calculation:
LUMO energy: -0.2 eV
Kohn-Sham gap: 9.15 eV
ΔE to the lowest compared entry with this formula, charge and spin: 28.0 kcal per mole
Total energy: -822.3803 a.u.